Record 1
Entry from OMol25: one molecule with the formula C6H10O (ωB97M-V/def2-TZVPD).

The geometry in XYZ format:
```
17
Properties=species:S:1:pos:R:3:nbo_charge:R:1
C 1.5620 -1.6967 0.9569 -0.217
C 0.8229 -0.8041 0.6353 -0.043
C -0.0414 0.3171 0.2256 0.170
C -1.4727 0.1035 0.7261 -0.615
C 0.5196 1.6247 0.7737 -0.593
O -0.0484 0.4874 -1.1851 -0.531
C -0.0192 -0.6769 -1.9720 -0.250
H 2.2648 -2.4494 1.1999 0.235
H -2.0927 0.9349 0.3856 0.218
H -1.5250 0.0877 1.8162 0.217
H -1.9038 -0.8249 0.3454 0.215
H 0.6107 1.5890 1.8627 0.214
H -0.1564 2.4387 0.4945 0.217
H 1.5005 1.7944 0.3254 0.224
H -0.7891 -1.4055 -1.6882 0.166
H -0.1882 -0.3527 -3.0007 0.195
H 0.9564 -1.1673 -1.9014 0.178
```

E_LUMO   1.0288 eV
HOMO-LUMO gap   10.81 eV
ΔE to the lowest compared entry with this formula, charge and spin   43.9 kcal/mol
SMILES   C#CC(C)(C)OC

***

Record 2
Entry from OMol25: a 2-piece molecular cluster, C6H10O overall (ωB97M-V/def2-TZVPD).

The geometry in XYZ format:
```
17
Properties=species:S:1:pos:R:3:nbo_charge:R:1
C -1.1120 -1.3333 0.1337 -0.178
C -0.8028 -0.7122 -1.0083 -0.206
C -1.5756 0.5431 -0.6635 -0.425
C -1.9274 -0.1810 0.6720 -0.428
H -0.8827 -2.3142 0.5424 0.203
H -0.2358 -1.0028 -1.8903 0.200
H -2.4297 0.7582 -1.3141 0.206
H -0.9836 1.4565 -0.5405 0.207
H -1.5203 0.2996 1.5655 0.226
H -2.9912 -0.3912 0.8214 0.205
C 2.3640 0.6992 -0.2601 -0.726
C 1.6378 0.0361 0.8814 0.450
O 1.0384 0.6357 1.7413 -0.540
H 2.0167 1.7250 -0.3924 0.232
H 3.4336 0.7183 -0.0176 0.239
H 2.2486 0.1335 -1.1883 0.227
H 1.7221 -1.0703 0.9175 0.108
```

E_LUMO   1.0913 eV
HOMO-LUMO gap   10.54 eV
ΔE to the lowest compared entry with this formula, charge and spin   39.8 kcal/mol
SMILES   C1=CCC1.CC=O

***

Record 3
Entry from OMol25: one molecule with the formula C6H10O (ωB97M-V/def2-TZVPD).

The geometry in XYZ format:
```
17
Properties=species:S:1:pos:R:3:nbo_charge:R:1
C 0.5909 -0.7052 1.9559 -0.660
C 1.0012 -0.0996 0.6733 0.153
O -0.1059 -1.5534 -0.4012 -0.661
C -0.3402 -0.9074 -1.5665 -0.086
C -0.5193 0.5670 -1.3799 -0.118
C -1.0843 1.1003 -0.1322 -0.439
C 0.3942 1.0173 0.0112 -0.331
H 0.9310 -1.7385 1.9909 0.243
H -0.4843 -0.6653 2.0801 0.222
H 1.0680 -0.1831 2.7837 0.217
H 2.0930 -0.1078 0.5594 0.194
H 0.3865 -1.1006 -2.3837 0.148
H -1.3435 -1.1476 -1.9879 0.197
H -0.4782 1.1962 -2.2778 0.220
H -1.6368 0.3924 0.4723 0.235
H -1.5126 2.0940 -0.1617 0.224
H 1.0403 1.8414 -0.2359 0.241
```

E_LUMO (alpha / beta)   0.5457 / 0.5453 eV
HOMO-LUMO gap (alpha / beta)   9.39 / 9.39 eV
ΔE to the lowest compared entry with this formula, charge and spin   71.2 kcal/mol

***

Record 4
Entry from OMol25: one molecule with the formula C6H10O (ωB97M-V/def2-TZVPD).

The geometry in XYZ format:
```
17
Properties=species:S:1:pos:R:3:nbo_charge:R:1
C -2.1244 -0.7187 0.0663 -0.529
C -0.3784 -0.3348 -0.2146 0.257
O -0.4220 -0.7546 1.1895 -0.761
C 0.0120 1.1735 -0.3060 -0.494
C 1.4770 1.2135 0.1040 -0.209
C 2.0397 0.0229 -0.0746 -0.175
C 1.0328 -0.9882 -0.6418 -0.457
H -2.6063 -0.7634 1.1066 0.210
H -2.2792 -1.7062 -0.3411 0.213
H -2.6134 0.0860 -0.4435 0.184
H -0.5160 0.0290 1.7251 0.460
H -0.0884 1.6162 -1.3121 0.225
H -0.6505 1.7457 0.3468 0.202
H 1.9862 2.1104 0.4611 0.214
H 3.0930 -0.2008 0.1255 0.216
H 1.1304 -1.9677 -0.1721 0.228
H 1.2352 -1.1076 -1.7157 0.214
```

E_LUMO   0.9899 eV
HOMO-LUMO gap   9.32 eV
ΔE to the lowest compared entry with this formula, charge and spin   86.5 kcal/mol
SMILES   CC1(O)CC=CC1

***

Record 5
Entry from OMol25: one molecule with the formula C6H10O (ωB97M-V/def2-TZVPD).

The geometry in XYZ format:
```
17
Properties=species:S:1:pos:R:3:nbo_charge:R:1
C -0.6076 -0.3710 1.6037 -0.610
C -0.0367 1.5753 0.3185 0.048
O 1.1787 1.4311 -0.1417 -0.351
C 1.6247 0.4191 -0.8371 0.045
C 0.7930 -0.7963 -1.0886 -0.485
C -0.7005 -0.4735 -0.9602 -0.389
C -0.9271 0.3940 0.2933 -0.302
H -0.8814 -1.4293 1.5110 0.202
H 0.4623 -0.3161 1.8545 0.209
H -1.1463 0.0798 2.4462 0.215
H -0.1556 2.3825 1.0316 0.173
H 2.6428 0.5424 -1.1693 0.173
H 1.0376 -1.5848 -0.3582 0.206
H 1.0260 -1.2157 -2.0780 0.225
H -1.0551 0.0307 -1.8665 0.210
H -1.2854 -1.3978 -0.8705 0.208
H -1.9693 0.7297 0.3114 0.221
```

E_LUMO (alpha / beta)   1.0357 / 1.0233 eV
HOMO-LUMO gap (alpha / beta)   7.78 / 7.80 eV
ΔE to the lowest compared entry with this formula, charge and spin   62.7 kcal/mol

***

Record 6
Entry from OMol25: one molecule with the formula C6H10O (ωB97M-V/def2-TZVPD).

The geometry in XYZ format:
```
17
Properties=species:S:1:pos:R:3:nbo_charge:R:1
C 1.8389 -0.3493 0.1855 -0.616
C 0.7260 0.6803 0.5743 -0.217
C 0.3142 1.6124 -0.4893 -0.440
C -0.9250 1.0403 0.1102 -0.210
C -1.6396 -0.1904 -0.2170 -0.370
C -1.0831 -1.3217 0.2389 0.176
O -1.3410 -2.5678 -0.2192 -0.675
H 1.7911 -0.7052 -0.8512 0.211
H 2.8088 0.1835 0.2589 0.214
H 1.9521 -1.2363 0.8233 0.209
H 0.8883 1.0362 1.5830 0.210
H 0.5770 1.3299 -1.5007 0.212
H 0.4507 2.6603 -0.2575 0.216
H -1.5896 1.8452 0.4954 0.212
H -2.6302 -0.2108 -0.6827 0.206
H -0.3828 -1.3081 1.0695 0.186
H -1.7471 -2.4579 -1.0891 0.477
```

E_LUMO   0.9764 eV
HOMO-LUMO gap   9.00 eV
ΔE to the lowest compared entry with this formula, charge and spin   67.0 kcal/mol
SMILES   C[C@H]1C[C@H]1/C=C/O

***

Record 7
Entry from OMol25: one molecule with the formula C6H10O (ωB97M-V/def2-TZVPD).

The geometry in XYZ format:
```
17
Properties=species:S:1:pos:R:3:nbo_charge:R:1
O -0.8259 1.3280 1.5751 -0.696
C -1.2524 0.5927 0.4538 0.024
C -1.1009 -0.8918 0.6376 -0.221
C -0.0213 -1.5806 0.2882 -0.162
C 1.2005 -0.9868 -0.3273 -0.464
C 1.1133 0.5280 -0.4979 -0.450
C -0.4901 1.0830 -0.7405 -0.394
H 0.1850 1.1787 1.4111 0.460
H -2.3025 0.8480 0.3313 0.183
H -1.9383 -1.3885 1.1132 0.209
H 0.0199 -2.6522 0.4621 0.204
H 1.3756 -1.4579 -1.3035 0.216
H 2.0616 -1.2876 0.2910 0.220
H 1.8203 1.0205 0.2181 0.213
H 1.5480 0.8243 -1.4466 0.222
H -0.4885 2.1845 -0.7923 0.222
H -0.9144 0.6659 -1.6741 0.213
```

E_LUMO   0.9699 eV
HOMO-LUMO gap   10.43 eV
ΔE to the lowest compared entry with this formula, charge and spin   22.6 kcal/mol
SMILES   O[C@@H]1C=CCCC1

***

Record 8
Entry from OMol25: C6H10O as an isolated structure (ωB97M-V/def2-TZVPD).

The geometry in XYZ format:
```
17
Properties=species:S:1:pos:R:3:nbo_charge:R:1
C -1.0537 -1.9297 0.1685 -0.251
C -0.8639 0.9978 -0.8544 -0.636
C 0.0804 0.2104 0.0533 0.179
C 1.2892 -0.3761 -0.6572 -0.593
O -0.6456 -0.7562 0.8433 -0.534
H -1.6711 -2.4771 0.8796 0.198
H -0.2000 -2.5624 -0.0980 0.174
H -1.6419 -1.7115 -0.7301 0.163
H -1.1903 0.3665 -1.6816 0.213
H -0.3515 1.8691 -1.2614 0.221
H -1.7375 1.3292 -0.2949 0.223
H 2.0005 0.3534 -1.0223 0.211
H 1.0800 -1.0911 -1.4486 0.212
C 0.8277 0.9618 1.1056 -0.184
C 0.9022 1.9866 1.7976 -0.105
H 1.2664 2.7138 2.4824 0.235
H 1.9090 0.1154 0.7183 0.274
```

E_LUMO (alpha / beta)   -0.2520 / -0.2505 eV
HOMO-LUMO gap (alpha / beta)   8.10 / 8.11 eV
ΔE to the lowest compared entry with this formula, charge and spin   142.8 kcal/mol

***

Total energy, record by record: -8429.338; -8429.513; -8428.154; -8427.491; -8428.522; -8428.335; -8430.261; -8425.047 eV